Entry 1:
{"formula": "C24H46FN14O26PS", "method": "wB97M-V/def2-TZVPD", "symbols": ["N", "P", "O", "O", "N", "C", "C", "C", "C", "C", "C", "S", "C", "C", "C", "C", "C", "F", "C", "H", "H", "H", "H", "H", "H", "H", "H", "H", "H", "C", "N", "O", "O", "H", "H", "H", "C", "N", "O", "O", "H", "H", "H", "C", "N", "O", "O", "H", "H", "H", "C", "N", "O", "O", "H", "H", "H", "C", "N", "O", "O", "H", "H", "H", "C", "N", "O", "O", "H", "H", "H", "C", "N", "O", "O", "H", "H", "H", "C", "N", "O", "O", "H", "H", "H", "C", "N", "O", "O", "H", "H", "H", "C", "N", "O", "O", "H", "H", "H", "C", "N", "O", "O", "H", "H", "H", "C", "N", "O", "O", "H", "H", "H"], "positions_angstrom": [[2.26, -1.24, 2.96], [2.28, -0.20, 1.81], [2.81, -0.89, 0.48], [3.32, 0.99, 2.07], [0.77, 0.58, 1.59], [-0.21, -0.26, 0.96], [-1.07, -0.97, 1.78], [-2.06, -1.79, 1.26], [-2.19, -1.93, -0.11], [-1.34, -1.21, -0.94], [-0.36, -0.38, -0.42], [0.70, 0.56, -1.47], [0.87, 2.02, -0.46], [0.96, 3.27, -1.04], [1.05, 4.39, -0.23], [1.07, 4.26, 1.15], [0.97, 3.01, 1.72], [0.94, 2.86, 3.05], [0.87, 1.87, 0.92], [1.33, -1.29, 3.37], [3.33, -0.22, -0.02], [3.55, 0.97, 3.00], [-1.00, -0.87, 2.86], [-2.73, -2.32, 1.91], [-2.94, -2.56, -0.56], [-1.44, -1.31, -2.02], [0.93, 3.36, -2.12], [1.10, 5.35, -0.70], [1.14, 5.12, 1.80], [-3.10, 2.99, 1.01], [-3.00, 3.40, -0.41], [-1.95, 3.88, -0.80], [-3.98, 3.24, -1.11], [-2.16, 3.19, 1.50], [-3.90, 3.57, 1.45], [-3.34, 1.93, 1.02], [0.91, -4.06, 3.93], [-0.38, -4.43, 3.28], [-1.39, -3.87, 3.65], [-0.34, -5.28, 2.42], [0.71, -3.30, 4.67], [1.31, -4.96, 4.38], [1.57, -3.68, 3.15], [3.07, -2.39, -3.10], [1.78, -2.70, -3.78], [0.82, -2.02, -3.50], [1.79, -3.63, -4.56], [2.91, -1.55, -2.43], [3.37, -3.27, -2.54], [3.80, -2.15, -3.87], [-6.37, -2.17, 2.87], [-5.33, -1.26, 2.31], [-4.79, -0.49, 3.06], [-5.09, -1.37, 1.12], [-6.46, -1.96, 3.93], [-7.30, -1.97, 2.34], [-6.03, -3.19, 2.70], [-7.45, 2.16, 0.81], [-6.74, 2.63, 2.04], [-5.56, 2.36, 2.14], [-7.39, 3.25, 2.85], [-6.74, 1.63, 0.19], [-8.25, 1.51, 1.14], [-7.83, 3.04, 0.31], [1.31, -6.10, -6.48], [1.68, -6.74, -7.78], [0.81, -7.27, -8.43], [2.86, -6.68, -8.09], [0.25, -6.22, -6.33], [1.88, -6.59, -5.70], [1.58, -5.05, -6.55], [-1.01, 3.52, 5.39], [-2.36, 4.14, 5.31], [-3.13, 3.95, 6.23], [-2.61, 4.79, 4.32], [-0.94, 2.97, 6.32], [-0.91, 2.86, 4.53], [-0.28, 4.32, 5.35], [4.43, 2.24, -2.38], [4.72, 0.78, -2.30], [5.20, 0.24, -3.27], [4.47, 0.22, -1.25], [4.72, 2.59, -3.36], [3.37, 2.36, -2.20], [5.01, 2.72, -1.60], [5.72, -5.55, -7.76], [6.46, -5.09, -6.56], [7.61, -5.43, -6.42], [5.85, -4.38, -5.78], [6.39, -6.17, -8.36], [4.86, -6.13, -7.42], [5.40, -4.67, -8.31], [7.69, -6.30, -3.13], [7.17, -7.57, -2.55], [6.03, -7.58, -2.15], [7.94, -8.51, -2.50], [6.90, -5.56, -3.11], [8.54, -5.99, -2.53], [7.99, -6.51, -4.15], [3.70, 8.20, 2.20], [2.70, 7.42, 1.43], [1.64, 7.16, 1.98], [3.00, 7.08, 0.31], [3.29, 8.43, 3.18], [4.60, 7.60, 2.28], [3.90, 9.11, 1.64], [-9.48, 5.03, 4.46], [-10.83, 5.66, 4.46], [-11.57, 5.41, 5.39], [-11.10, 6.38, 3.53], [-9.38, 4.42, 5.35], [-9.40, 4.43, 3.56], [-8.75, 5.83, 4.46]], "lowdin_charge": [-0.14, 0.46, -0.14, -0.11, -0.06, -0.28, -0.02, -0.09, -0.06, -0.08, -0.43, 1.04, -0.45, -0.12, -0.07, 0.00, -0.23, 0.08, -0.21, -0.04, 0.02, 0.09, 0.12, 0.09, 0.11, 0.10, 0.11, 0.11, 0.09, 0.05, -0.43, 0.07, 0.06, 0.09, 0.08, 0.10, 0.03, -0.44, 0.04, 0.07, 0.09, 0.10, 0.08, 0.06, -0.43, 0.05, 0.05, 0.06, 0.11, 0.10, 0.05, -0.45, 0.07, 0.05, 0.10, 0.10, 0.10, 0.06, -0.42, 0.05, 0.06, 0.10, 0.10, 0.10, 0.05, -0.44, 0.09, 0.03, 0.10, 0.11, 0.08, 0.04, -0.45, 0.07, 0.06, 0.09, 0.08, 0.10, 0.08, -0.41, 0.10, 0.03, 0.10, 0.08, 0.11, 0.05, -0.44, 0.06, 0.05, 0.10, 0.07, 0.11, 0.04, -0.46, 0.06, 0.06, 0.09, 0.10, 0.08, 0.05, -0.43, 0.06, 0.07, 0.09, 0.10, 0.10, 0.04, -0.46, 0.06, 0.06, 0.10, 0.08, 0.10], "lumo_energy_ev": -0.6, "total_energy_ev": -122540.90370, "largest_force_ev_per_a": 2.3, "e_homo_ev": -8.3, "gap_ev": 7.76}

Entry 2:
{"formula": "C24H46N4O10", "method": "wB97M-V/def2-TZVPD", "symbols": ["C", "C", "O", "N", "C", "H", "H", "H", "H", "H", "H", "H", "C", "C", "O", "N", "C", "H", "H", "H", "H", "H", "H", "H", "C", "C", "O", "N", "C", "H", "H", "H", "H", "H", "H", "H", "C", "C", "O", "N", "C", "H", "H", "H", "H", "H", "H", "H", "O", "C", "O", "C", "C", "C", "H", "H", "H", "H", "H", "H", "O", "C", "O", "C", "C", "C", "H", "H", "H", "H", "H", "H", "O", "C", "O", "C", "C", "C", "H", "H", "H", "H", "H", "H"], "positions_angstrom": [[-0.87, -3.30, 3.57], [-0.83, -2.24, 4.63], [-0.83, -2.65, 5.81], [-0.71, -0.96, 4.28], [-0.50, 0.23, 5.05], [-1.92, -3.41, 3.31], [-0.48, -4.20, 4.04], [-0.16, -3.05, 2.78], [-0.58, -0.79, 3.29], [-0.35, 0.01, 6.10], [-1.35, 0.92, 4.98], [0.31, 0.84, 4.65], [-5.62, -0.83, -2.20], [-4.11, -0.88, -2.33], [-3.47, 0.13, -1.99], [-3.46, -1.98, -2.83], [-2.02, -2.05, -2.94], [-5.92, -0.70, -1.16], [-6.10, -1.74, -2.57], [-6.02, 0.04, -2.71], [-3.98, -2.84, -2.80], [-1.74, -2.64, -3.81], [-1.56, -2.57, -2.10], [-1.46, -1.13, -3.12], [-2.24, -1.09, 1.12], [-0.91, -0.50, 0.66], [0.09, -0.67, 1.30], [-0.95, 0.07, -0.55], [0.22, 0.61, -1.27], [-3.05, -0.37, 1.07], [-2.29, -1.67, 2.04], [-2.38, -1.87, 0.37], [-1.81, 0.12, -1.07], [1.13, 0.26, -0.79], [0.26, 1.70, -1.19], [0.25, 0.31, -2.32], [1.84, 2.59, -4.11], [2.50, 1.26, -3.96], [3.49, 1.06, -3.32], [1.85, 0.31, -4.56], [2.28, -1.07, -4.63], [2.44, 3.19, -4.80], [1.84, 3.01, -3.10], [0.78, 2.53, -4.36], [0.90, 0.57, -4.83], [3.36, -1.10, -4.78], [1.75, -1.50, -5.47], [2.07, -1.56, -3.68], [0.85, -3.93, -3.36], [1.29, -4.01, -2.19], [0.83, -3.27, -1.19], [1.39, -3.64, 0.09], [2.55, -4.60, -0.25], [2.30, -4.97, -1.66], [0.64, -4.15, 0.69], [1.69, -2.76, 0.67], [2.40, -5.49, 0.37], [3.54, -4.17, -0.11], [2.02, -6.01, -1.84], [3.22, -4.87, -2.23], [1.71, 3.95, 0.82], [2.38, 3.25, 1.58], [3.48, 3.72, 2.24], [4.26, 2.71, 2.85], [3.17, 1.63, 3.10], [2.20, 1.78, 1.96], [4.69, 3.02, 3.80], [5.14, 2.38, 2.29], [2.69, 1.86, 4.05], [3.55, 0.61, 3.17], [1.20, 1.77, 2.39], [2.35, 1.14, 1.10], [-0.65, 5.44, 3.27], [-1.05, 4.91, 2.24], [-1.26, 3.58, 2.14], [-1.96, 3.26, 0.97], [-1.65, 4.38, 0.03], [-1.50, 5.53, 0.96], [-3.00, 3.09, 1.26], [-1.66, 2.33, 0.49], [-2.50, 4.64, -0.61], [-0.75, 4.19, -0.56], [-2.45, 6.01, 1.17], [-0.82, 6.31, 0.59]], "lowdin_charge": [-0.03, -0.56, -0.01, 0.03, -0.06, 0.07, 0.08, 0.06, 0.08, 0.08, 0.08, 0.07, -0.10, -0.55, -0.04, 0.01, -0.15, 0.06, 0.05, 0.07, 0.06, 0.06, 0.06, 0.07, -0.03, -0.56, 0.02, 0.03, -0.03, 0.08, 0.05, 0.05, 0.07, 0.08, 0.07, 0.06, -0.01, -0.66, 0.06, -0.01, -0.06, 0.09, 0.08, 0.07, 0.12, 0.09, 0.09, 0.07, 0.02, -0.48, 0.00, -0.14, -0.18, -0.13, 0.11, 0.11, 0.11, 0.11, 0.13, 0.12, 0.09, -0.41, 0.02, -0.15, -0.15, -0.08, 0.12, 0.12, 0.11, 0.11, 0.11, 0.12, 0.09, -0.47, 0.02, -0.18, -0.16, -0.10, 0.13, 0.11, 0.12, 0.11, 0.13, 0.13], "lumo_energy_ev": [2.4, 2.3], "total_energy_ev": -52070.57043, "largest_force_ev_per_a": 3.9, "total_charge": -1, "multiplicity": 2, "e_homo_ev": [0.5, -7.1], "gap_ev": [1.93, 9.43]}